{"formula": "C45H47BrMgN4O2Sb2", "method": "ωB97M-V/def2-TZVPD", "total_energy_ev": -146050.520, "max_force_ev_per_a": 1.00, "species": ["Sb", "Sb", "Br", "Mg", "O", "O", "N", "N", "N", "N", "C", "C", "C", "C", "C", "C", "C", "C", "C", "C", "C", "C", "C", "C", "C", "C", "C", "C", "C", "C", "C", "C", "C", "C", "C", "C", "C", "C", "C", "C", "C", "C", "C", "C", "C", "C", "C", "C", "C", "C", "C", "C", "C", "C", "C", "H", "H", "H", "H", "H", "H", "H", "H", "H", "H", "H", "H", "H", "H", "H", "H", "H", "H", "H", "H", "H", "H", "H", "H", "H", "H", "H", "H", "H", "H", "H", "H", "H", "H", "H", "H", "H", "H", "H", "H", "H", "H", "H", "H", "H", "H", "H"], "xyz": [[0.439343, 0.444812, -2.964908], [0.386607, -2.783217, -0.416406], [6.353945, 1.262810, -1.565684], [-0.085029, 0.883098, -0.140818], [-0.736728, 2.536238, -0.763184], [-0.483282, 4.519322, 0.258298], [-1.900416, -0.200756, -0.037790], [3.416570, -1.282903, -0.276248], [1.741523, 1.786296, 0.457018], [0.008745, 0.274189, 1.780804], [-5.714000, 1.710725, 3.166499], [-3.373034, 2.630260, 2.993321], [2.809222, -3.403650, -5.283822], [-2.749596, -1.120247, 3.926391], [1.657393, -4.528457, -3.507106], [1.153323, 0.591918, 2.475415], [-3.626672, 2.814609, -1.280499], [-4.537717, 2.219657, 2.364684], [-2.273075, 3.107763, 2.280093], [-1.468010, -0.619678, 3.579037], [-3.456452, -0.992869, 1.647060], [0.731132, -3.485594, -3.386726], [-1.143043, -0.290005, 2.274539], [-4.592022, 2.302639, 0.975512], [3.901652, 3.017782, 1.666317], [1.572610, 0.177851, 3.725359], [-3.731344, -1.310853, 3.003770], [-0.117561, -1.221664, -4.228098], [4.196967, -0.481562, -0.999437], [-2.831637, -0.357047, -0.955337], [2.185634, 0.964783, -4.063641], [-2.190867, -0.507271, 1.279421], [-4.116135, -0.834663, -0.669877], [2.441177, 2.697832, -0.183306], [-1.085567, 3.473688, 0.086677], [2.690478, -4.494469, -4.430595], [5.337596, 0.102223, -0.479087], [-4.416606, -1.143857, 0.625109], [1.886910, -2.372165, -5.193328], [2.744434, 0.710334, 4.327804], [1.687904, -4.441993, -0.038525], [-1.069789, 3.577007, 3.065920], [5.709498, -0.158548, 0.825385], [-2.335945, 3.137548, 0.882345], [0.848622, -2.384494, -4.254452], [-1.273139, -3.656959, 0.640584], [4.902969, -0.997049, 1.577488], [-3.509346, 2.745585, 0.223982], [3.168415, 2.056845, 2.394917], [3.511109, 1.652397, 3.715945], [3.535751, 3.357084, 0.397140], [-0.325136, -3.569194, -2.316400], [2.055636, 1.489798, 1.763791], [3.764483, -1.523228, 0.989260], [-0.889441, 1.802484, -3.938344], [-0.159470, 3.612996, 2.476536], [2.121364, 2.935470, -1.192880], [-3.670434, 3.853920, -1.617876], [-0.587658, -4.604577, -2.096318], [-1.237924, 4.592681, 3.433649], [3.602392, -3.362418, -6.021205], [-1.894280, 1.376739, -3.970462], [-4.537945, 2.318551, -1.616601], [1.878155, 1.312686, -5.050596], [-2.944322, -1.351656, 4.968355], [1.021134, -0.567720, 4.271691], [-5.499592, 1.994364, 0.459475], [5.140270, -1.219175, 2.611047], [-1.269327, -3.358666, 1.694093], [1.878854, -4.498925, 1.037612], [-1.202264, -4.745433, 0.567002], [1.194189, -5.362581, -0.362413], [-2.566083, -0.084770, -1.972630], [-0.194203, -0.769644, -5.218820], [3.389258, -5.321063, -4.493735], [6.601041, 0.290998, 1.244210], [-6.421510, 1.168335, 2.534062], [-6.259136, 2.533404, 3.636813], [2.828665, 0.087765, -4.166117], [-3.305104, 2.572576, 4.079329], [4.072580, 4.108193, -0.167175], [-4.845260, -0.931047, -1.465317], [4.758377, 3.488827, 2.138295], [1.958128, -1.531097, -5.879119], [2.737547, 1.752395, -3.549151], [-2.212519, -3.323751, 0.189751], [-0.905344, 2.926064, 3.930466], [2.638523, -4.321240, -0.563583], [-1.121238, -1.513611, -3.917883], [4.371924, 2.090964, 4.209410], [3.901142, -0.283740, -2.025421], [-0.538636, 1.969871, -4.957012], [-1.241585, -3.031744, -2.561447], [-2.765469, 2.357773, -1.772346], [3.009983, 0.368741, 5.323541], [-5.384361, 1.037375, 3.962184], [-4.708874, -1.693205, 3.279817], [-5.404578, -1.504465, 0.890149], [1.555885, -5.388174, -2.850544], [-0.765454, -0.443934, 4.375689], [-0.920379, 2.740095, -3.381178], [3.095523, -2.163323, 1.560365]], "atomic_forces_ev_per_a": [[-0.1, -0.1, -0.2], [-0.2, 0.2, 0.1], [0.0, 0.1, 0.0], [0.3, -0.3, 0.1], [-0.2, 1.0, 0.1], [0.0, -0.1, -0.1], [-0.5, -0.3, 0.7], [0.2, 0.1, 0.0], [0.4, 0.1, 0.7], [0.0, -0.2, 0.3], [0.1, 0.0, -0.1], [0.0, 0.0, 0.1], [-0.1, 0.0, 0.1], [0.3, 0.1, 0.0], [0.0, 0.0, 0.0], [-0.3, 0.0, -0.4], [0.0, 0.0, 0.0], [-0.1, 0.0, 0.0], [0.0, 0.0, 0.0], [-0.3, -0.1, 0.1], [-0.1, -0.1, 0.0], [-0.2, 0.0, 0.1], [0.2, 0.1, -0.3], [0.0, 0.0, 0.0], [0.2, 0.0, 0.1], [0.3, 0.1, 0.2], [0.0, 0.0, -0.1], [0.2, -0.2, 0.0], [-0.3, -0.1, 0.1], [0.2, 0.0, 0.2], [0.2, 0.0, 0.0], [0.5, 0.2, -0.5], [0.0, 0.0, -0.1], [-0.1, -0.2, 0.1], [-0.1, 0.0, -0.4], [-0.1, 0.1, 0.0], [0.0, 0.0, 0.0], [-0.1, -0.1, 0.1], [0.0, 0.0, 0.0], [-0.3, -0.2, 0.0], [0.1, -0.1, 0.1], [0.0, -0.1, 0.0], [0.1, 0.0, 0.1], [0.2, -0.1, 0.1], [-0.2, 0.2, 0.0], [0.0, -0.1, 0.1], [0.0, 0.1, 0.1], [0.0, -0.1, -0.1], [0.2, 0.0, 0.1], [0.1, 0.1, -0.2], [0.0, 0.0, -0.1], [0.3, 0.0, -0.2], [-0.5, -0.1, -0.5], [-0.1, 0.0, -0.2], [0.0, 0.1, 0.0], [0.0, -0.1, -0.1], [0.0, 0.0, 0.0], [0.0, 0.0, 0.0], [0.0, 0.0, -0.1], [0.0, 0.0, 0.0], [0.0, 0.0, 0.0], [0.0, 0.0, 0.0], [0.0, 0.0, 0.0], [0.1, 0.0, 0.0], [0.0, 0.0, 0.0], [0.0, 0.0, 0.0], [0.1, 0.0, 0.0], [0.0, 0.0, -0.1], [0.0, 0.0, -0.2], [0.0, 0.0, -0.1], [-0.1, 0.1, 0.0], [0.1, 0.1, 0.1], [0.0, 0.0, 0.0], [0.0, -0.1, 0.0], [0.0, 0.1, 0.0], [0.0, 0.0, 0.0], [0.1, 0.0, 0.0], [0.0, 0.0, 0.0], [-0.1, 0.1, 0.0], [0.0, 0.0, -0.1], [0.0, 0.0, 0.0], [0.1, 0.0, 0.1], [0.0, 0.0, 0.0], [0.0, -0.1, 0.1], [0.0, 0.0, -0.1], [0.1, 0.0, 0.0], [0.0, 0.1, -0.1], [-0.1, 0.0, 0.1], [0.0, 0.0, 0.0], [-0.1, 0.0, -0.1], [0.0, -0.1, 0.1], [-0.1, 0.0, 0.0], [0.0, 0.0, 0.0], [-0.1, 0.1, 0.1], [0.0, 0.0, -0.1], [0.0, 0.1, -0.1], [0.1, 0.0, 0.0], [0.0, 0.0, 0.0], [0.0, 0.1, -0.1], [-0.1, 0.0, 0.0], [0.0, -0.1, -0.1], [0.0, 0.0, -0.1]], "mulliken_charge": [0.874, 0.514, -0.166, 1.122, -0.294, -0.766, 0.605, 0.165, 0.652, 0.864, -1.777, -0.569, -0.762, -1.181, -0.620, 0.545, -1.362, 0.375, 0.814, -0.847, 2.112, 0.657, 0.699, -0.316, -0.939, -0.349, -1.300, -1.603, -0.027, -0.393, -1.542, -0.366, -1.028, -0.383, -0.629, -0.785, -0.305, -1.098, -0.565, -1.288, -1.630, -1.860, -0.231, 1.711, 0.615, -1.357, -0.841, 0.561, 1.397, -0.929, -1.319, -1.545, -0.696, -0.108, -1.433, 0.104, 0.452, 0.421, 0.765, 0.446, 0.416, 0.369, 0.389, 0.469, 0.340, 0.507, 0.283, 0.425, 0.290, 0.476, 0.642, 0.557, 0.080, 0.776, 0.420, 0.468, 0.337, 0.427, 0.358, 0.353, 0.500, 0.508, 0.476, 0.387, 0.413, 0.279, 0.352, 0.339, 0.694, 0.438, 0.244, 0.618, 0.461, -0.131, 0.348, 0.366, 0.456, 0.439, 0.349, 0.235, 0.339, 0.245]}

{"formula": "C45H47ClCrN4O5S", "method": "ωB97M-V/def2-TZVPD", "spin_multiplicity": 4, "total_energy_ev": -115410.506, "s_squared": 3.806, "max_force_ev_per_a": 0.98, "total_charge": -1, "species": ["Cr", "Cl", "S", "O", "O", "O", "O", "O", "N", "N", "N", "N", "C", "C", "C", "C", "C", "C", "C", "C", "C", "C", "C", "C", "C", "C", "C", "C", "C", "C", "C", "C", "C", "C", "C", "C", "C", "C", "C", "C", "C", "C", "C", "C", "C", "C", "C", "C", "C", "C", "C", "C", "C", "C", "C", "C", "C", "H", "H", "H", "H", "H", "H", "H", "H", "H", "H", "H", "H", "H", "H", "H", "H", "H", "H", "H", "H", "H", "H", "H", "H", "H", "H", "H", "H", "H", "H", "H", "H", "H", "H", "H", "H", "H", "H", "H", "H", "H", "H", "H", "H", "H", "H", "H"], "xyz": [[0.278729, 0.062016, -0.581346], [4.671606, 2.733003, -5.815958], [2.775770, 0.981286, 0.315369], [-1.195364, 3.044408, 1.822213], [2.599048, 1.381875, 1.688466], [3.428183, -2.542485, 0.529845], [0.009393, -3.694557, 1.074173], [2.022380, 1.752175, -0.659497], [-0.260841, -1.971682, -0.468097], [-0.168041, -0.233241, 1.365343], [-0.896634, 1.715192, -0.069289], [2.383802, -0.537946, -0.009544], [2.412301, -4.461591, -1.564429], [-3.136113, 2.542770, -0.539979], [0.229907, 3.753669, -1.919737], [0.848672, 4.479462, -0.718598], [-1.260595, 3.555316, -1.711223], [2.479760, -2.959504, -3.574058], [4.741309, -0.552511, 0.232347], [-3.526147, 4.304250, -2.143732], [6.033045, -1.040803, 0.257978], [6.830603, 1.227710, -0.038749], [5.531798, 1.725043, -0.035659], [3.381102, 1.962332, -4.917521], [-0.397120, 0.833415, 2.102805], [0.581139, 4.526987, -3.189105], [3.686747, 0.993635, -3.975155], [-2.348465, -4.279170, -2.516375], [-1.977616, -3.355179, -1.544702], [0.209931, 0.117148, -2.680680], [-4.637428, 0.575789, -0.153841], [-4.375545, -2.595442, -1.268973], [-3.280662, -3.953966, 0.517935], [-1.759607, 2.596560, -0.808816], [-0.005146, -1.451954, 1.845971], [-4.001031, 3.391090, -1.223523], [2.662124, 0.401201, -3.258170], [-4.482035, 2.400356, 1.580926], [-0.048219, -2.511261, 0.760611], [-3.735452, 1.616856, 0.500072], [-0.388559, 0.731078, 3.481493], [1.789249, -3.232349, -2.237430], [4.513310, 0.803937, 0.085324], [-0.833908, 2.017899, 1.261225], [-0.635654, -2.929950, -1.474686], [3.454110, -1.356233, 0.312378], [-3.047927, -2.896358, -0.568618], [1.058582, 1.716351, -4.422335], [-2.162191, 4.387437, -2.368852], [-0.122887, -4.363951, -3.348645], [1.320524, 0.745420, -3.453496], [0.025325, -1.646435, 3.212872], [0.300651, -3.469073, -2.369573], [-0.143209, -0.525875, 4.026228], [-1.438004, -4.774159, -3.430885], [7.077509, -0.134673, 0.111475], [2.069931, 2.328902, -5.150361], [-4.791073, 1.729251, 2.386597], [-4.210121, 4.951756, -2.679400], [-5.485233, 1.048264, -0.657125], [-5.065156, 3.335612, -1.022839], [4.717504, 0.712464, -3.799615], [2.521606, -3.862544, -4.187729], [-1.749442, -5.480903, -4.190562], [-2.353827, -4.216863, 1.023355], [2.910515, -0.340142, -2.510465], [1.648129, 4.422361, -3.395292], [-5.073423, -2.127053, -0.575011], [-3.840764, 3.174380, 2.003491], [-0.122691, -0.643628, 5.102698], [0.034997, 4.170051, -4.064420], [0.156519, -0.952447, -2.907878], [0.155149, -2.644645, 3.605837], [-2.695977, -1.981658, -0.084597], [5.329590, 2.782664, -0.138059], [1.935708, -2.376052, -1.582125], [0.372534, 5.594204, -3.070525], [0.402542, 5.473220, -0.616720], [-2.931448, 1.076688, 0.995991], [-3.997681, -3.587437, 1.258325], [0.688070, 3.944937, 0.210647], [3.511074, -2.640563, -3.405567], [-4.086016, -0.000558, -0.896983], [-1.789766, 5.118803, -3.073034], [6.203459, -2.103239, 0.374537], [1.924468, 4.599201, -0.870891], [1.975388, -2.179793, -4.147521], [8.099893, -0.490637, 0.108630], [3.486726, -4.324933, -1.430688], [2.247316, -5.344992, -2.189007], [-0.582666, 1.606468, 4.084301], [-4.244378, -1.933591, -2.126073], [7.661645, 1.911082, -0.157165], [1.840669, 3.086570, -5.888161], [0.687090, 2.769470, -1.981179], [-3.694597, -4.861633, 0.069070], [-0.742955, 0.566295, -2.979290], [-4.848010, -3.514261, -1.622315], [-5.030556, -0.114026, 0.595532], [0.605349, -4.771133, -4.038808], [1.968700, -4.634820, -0.585180], [0.028221, 1.998387, -4.610279], [-3.375352, -4.619445, -2.559365], [-5.381973, 2.875447, 1.182240]], "atomic_forces_ev_per_a": [[-0.2, -0.3, -0.9], [0.0, 0.0, 0.0], [0.0, 0.2, 0.1], [0.0, 0.0, -0.1], [0.0, 0.0, 0.0], [0.0, -0.1, 0.0], [0.0, 0.0, 0.0], [0.1, 0.0, 0.1], [0.1, 0.0, 0.2], [0.1, 0.0, 0.2], [0.0, 0.0, 0.1], [0.0, 0.1, 0.7], [0.0, 0.0, 0.0], [0.0, 0.0, 0.0], [-0.1, 0.0, 0.1], [0.0, 0.1, -0.1], [0.0, 0.0, 0.0], [0.0, 0.0, 0.0], [0.0, 0.0, 0.0], [0.0, 0.0, 0.0], [0.0, 0.0, 0.0], [0.0, 0.0, 0.0], [0.0, 0.0, 0.0], [0.0, 0.0, 0.0], [0.0, 0.1, -0.1], [0.0, 0.1, 0.0], [0.0, 0.0, 0.0], [0.0, 0.0, 0.0], [0.0, 0.0, 0.0], [0.2, 0.0, 0.1], [0.0, 0.0, 0.0], [0.0, 0.0, 0.0], [0.0, 0.0, 0.0], [0.2, 0.2, 0.2], [0.0, 0.0, -0.1], [0.0, 0.0, 0.0], [0.0, 0.0, 0.0], [0.0, 0.0, 0.1], [0.0, 0.0, 0.0], [0.0, 0.0, 0.0], [0.0, 0.0, 0.0], [0.0, 0.0, 0.1], [0.0, 0.0, 0.0], [-0.1, -0.1, 0.0], [-0.1, 0.1, 0.1], [-0.1, 0.0, -0.4], [0.0, 0.0, 0.0], [0.0, -0.2, -0.1], [0.0, -0.1, 0.0], [0.0, 0.0, 0.0], [-0.1, 0.0, -0.1], [0.0, 0.0, 0.0], [0.0, 0.0, 0.0], [0.0, 0.0, 0.0], [0.0, 0.0, 0.0], [0.0, 0.0, 0.0], [0.0, -0.1, 0.0], [0.0, 0.0, 0.0], [0.0, 0.0, 0.0], [0.0, 0.0, 0.0], [0.0, 0.0, 0.0], [0.0, 0.0, 0.0], [0.0, 0.0, 0.0], [0.0, 0.0, 0.0], [0.0, 0.0, 0.0], [0.0, 0.0, 0.0], [0.0, 0.0, 0.0], [0.0, 0.0, 0.0], [0.0, 0.0, 0.0], [0.0, 0.0, 0.0], [0.0, 0.0, 0.1], [0.0, 0.0, -0.1], [0.0, 0.0, 0.0], [0.0, 0.0, 0.0], [0.0, 0.0, 0.0], [0.0, 0.0, 0.0], [0.0, 0.0, 0.0], [0.0, 0.0, 0.0], [0.0, -0.1, -0.1], [0.0, 0.0, 0.0], [0.0, -0.1, 0.1], [0.0, 0.0, 0.0], [0.0, 0.0, 0.0], [0.0, 0.0, 0.0], [0.0, 0.0, 0.0], [0.0, 0.0, 0.0], [0.0, 0.0, 0.0], [0.0, 0.0, 0.0], [0.0, 0.0, 0.0], [0.0, 0.0, 0.0], [0.0, 0.0, 0.0], [0.0, 0.0, 0.0], [0.0, 0.0, 0.0], [0.0, 0.0, 0.0], [0.0, 0.1, 0.0], [0.0, 0.0, 0.0], [0.0, 0.0, 0.0], [0.0, 0.0, 0.0], [0.0, 0.0, 0.0], [0.0, 0.0, 0.0], [0.0, 0.0, 0.0], [0.0, 0.0, 0.0], [0.0, 0.0, 0.0], [0.0, 0.0, 0.0]], "mulliken_charge": [1.182, -0.282, 1.348, -0.754, -0.853, -0.638, -0.805, -0.425, 2.045, 1.633, 1.909, 0.372, -1.685, 0.862, 3.621, -1.459, 1.233, -2.030, -0.091, -1.506, -0.714, -0.587, -0.797, 0.067, 0.051, -2.791, -1.579, -0.478, 0.862, -1.168, -1.416, -1.898, -1.701, -2.136, -0.709, -0.275, 0.748, -1.981, 0.206, 1.609, -0.848, 2.065, 0.527, -0.358, -1.296, -0.239, 1.717, -0.355, -0.577, -0.459, -0.453, -0.717, 0.806, -0.822, -1.631, -0.526, -1.040, 0.455, 0.372, 0.200, 0.369, 0.551, 0.517, 0.353, 0.375, 0.798, 0.479, 0.377, 0.415, 0.434, 0.490, 0.741, 0.608, -0.888, 0.513, -1.408, 0.519, 0.341, -0.759, 0.433, 0.161, 0.393, 0.208, 0.371, 0.529, 0.413, 0.362, 0.400, 0.487, 0.352, 0.600, 0.401, 0.431, 0.439, -1.759, 0.346, 0.819, 0.577, 0.550, 0.362, 0.316, 0.544, 0.293, 0.340]}